Molecular formula: C2H6NdO2
Method: DFT, ωB97M-V/def2-TZVPD

```
11
C2H6NdO2 ωB97M-V/def2-TZVPD
C 1.375 -0.618 0.373
C 0.364 0.405 -0.068
O -0.950 -0.273 -0.113
H 2.361 -0.140 0.313
H 1.209 -0.926 1.414
H 1.372 -1.495 -0.285
H 0.524 0.761 -1.090
H 0.262 1.240 0.633
H -1.318 -0.448 0.904
Nd -3.183 0.848 -2.145
O -2.015 0.646 0.065
```

Calculated values
- Spin multiplicity: 4
- DFT total energy: -790.1844 Eh
- Strongest force on any atom: 4.390 eV/A
- Net charge: +3
- HOMO-LUMO gap (alpha / beta): 4.85 / 8.58 eV
- HOMO (alpha / beta): -23.753 / -23.774 eV